DFT (ωB97M-V with the def2-TZVPD basis set) results for an isolated ion of composition C4H7N4O2 and charge +1 in a non-equilibrium geometry.

```
17
Properties=species:S:1:pos:R:3:nbo_charge:R:1
C -2.30 1.43 -0.36 -0.725
C -1.04 0.71 -0.04 0.438
N -0.26 1.14 0.89 -0.229
N 0.88 0.50 1.19 0.329
O 1.58 0.83 2.15 -0.229
C 1.23 -0.68 0.30 0.369
C 2.51 -1.29 0.59 -0.716
N 0.35 -1.03 -0.61 -0.166
N -0.65 -0.31 -0.85 0.166
O -1.38 -0.61 -1.93 -0.478
H -2.41 1.96 -1.35 0.293
H -2.56 2.33 0.30 0.289
H -3.22 0.89 -0.32 0.278
H 3.34 -0.65 0.36 0.284
H 2.78 -2.18 0.07 0.282
H 2.63 -1.47 1.73 0.286
H -1.48 -1.56 -2.14 0.529
```

Computed properties:
Charge: +1
SMILES string: Cc1n[n+](=O)c(C)nn1O
Energy relative to the best compared isomer or geometry (same formula, charge and spin), kcal per mole: 86.3
LUMO energy (spin up / spin down), eV: -6.062 / -6.067
Total energy, eV: -14304.1180
Orbital gap (spin up / spin down), eV: 8.643 / 8.641



DFT (ωB97M-V with the def2-TZVPD basis set) results for a 3-piece molecular cluster, C4H7N4O2S overall in a non-equilibrium geometry.

```
18
Properties=species:S:1:pos:R:3:nbo_charge:R:1
C -3.03 -0.73 0.19 0.938
C -1.62 2.21 -0.15 0.879
C 0.57 -2.16 -0.81 -0.507
C 3.03 1.05 0.51 -0.889
N -1.86 -1.01 0.08 -0.458
N -2.67 1.91 0.31 -0.804
N 0.33 -1.14 0.20 0.017
N -0.70 -0.60 0.52 0.115
O -4.17 -0.63 0.12 -0.398
O -0.55 2.38 -0.59 -0.530
S 2.99 -0.66 0.81 0.532
H 1.01 -1.67 -1.64 0.250
H 1.48 -2.76 -0.52 0.258
H -0.47 -2.62 -1.05 0.262
H 2.16 1.50 0.15 0.273
H 3.93 1.34 -0.07 0.285
H 3.22 1.59 1.58 0.311
H -3.67 2.03 0.35 0.466
```

Computed properties:
Charge: +1
Energy relative to the best compared isomer or geometry (same formula, charge and spin), kcal per mole: 121.3
LUMO energy (spin up / spin down), eV: -7.523 / -7.101
Total energy, eV: -25139.1449
Orbital gap (spin up / spin down), eV: 5.980 / 6.840



DFT (ωB97M-V with the def2-TZVPD basis set) results for a 3-piece molecular cluster, C4H7N4O3S2 overall in a non-equilibrium geometry.

```
20
Properties=species:S:1:pos:R:3:nbo_charge:R:1
C 0.82 1.78 -0.49 0.157
C -1.63 -2.32 0.51 0.409
C 2.19 0.01 -0.61 0.591
C 3.44 -0.63 -1.12 -0.707
N -0.93 0.90 0.93 -0.222
N 0.00 1.10 0.27 0.104
N -3.44 0.37 1.37 -0.980
N 1.30 -0.51 0.11 -0.691
O 1.96 1.27 -1.05 -0.424
O -3.46 1.93 -0.33 -0.738
O -1.92 -2.20 1.62 -0.478
S -1.26 -2.43 -0.98 0.074
S -4.41 1.18 0.43 1.615
H 0.60 2.72 -0.76 0.221
H 3.33 -1.70 -1.27 0.247
H 4.37 -0.52 -0.42 0.269
H 3.68 -0.07 -2.16 0.256
H -2.31 0.57 1.15 0.438
H -3.68 -0.03 2.30 0.462
H 1.33 -1.42 0.51 0.397
```

Computed properties:
Charge: +1
Energy relative to the best compared isomer or geometry (same formula, charge and spin), kcal per mole: 34.6
LUMO energy, eV: -6.342
Total energy, eV: -38023.1482
Orbital gap, eV: 5.349



DFT (ωB97M-V with the def2-TZVPD basis set) results for C4H7N5 as an isolated structure in a non-equilibrium geometry.

```
16
Properties=species:S:1:pos:R:3:nbo_charge:R:1
C 0.62 0.52 -0.03 0.051
C -0.73 -0.16 -0.05 0.251
C 1.53 -0.46 0.22 0.205
N 0.79 1.87 -0.18 -0.797
N -1.59 0.00 1.11 -0.820
N -1.48 0.14 -1.21 -0.819
N 2.70 -0.82 -0.01 -0.597
C -0.05 -1.63 0.16 0.135
N -0.21 -2.79 0.19 -0.299
H 1.70 2.18 -0.49 0.403
H -0.02 2.45 -0.34 0.404
H -2.41 -0.24 -1.16 0.391
H -1.02 -0.11 -2.07 0.383
H -1.19 -0.44 1.93 0.384
H -1.73 0.99 1.29 0.366
H 3.08 -1.50 0.65 0.360
```

Computed properties:
Energy relative to the best compared isomer or geometry (same formula, charge and spin), kcal per mole: 112.1
LUMO energy (spin up / spin down), eV: -0.481 / -0.480
Total energy, eV: -11708.6185
Orbital gap (spin up / spin down), eV: 7.215 / 7.216



Repeat the fourth record exactly.
DFT (ωB97M-V with the def2-TZVPD basis set) results for C4H7N5 as an isolated structure in a non-equilibrium geometry.

```
16
Properties=species:S:1:pos:R:3:nbo_charge:R:1
C 0.62 0.52 -0.03 0.051
C -0.73 -0.16 -0.05 0.251
C 1.53 -0.46 0.22 0.205
N 0.79 1.87 -0.18 -0.797
N -1.59 0.00 1.11 -0.820
N -1.48 0.14 -1.21 -0.819
N 2.70 -0.82 -0.01 -0.597
C -0.05 -1.63 0.16 0.135
N -0.21 -2.79 0.19 -0.299
H 1.70 2.18 -0.49 0.403
H -0.02 2.45 -0.34 0.404
H -2.41 -0.24 -1.16 0.391
H -1.02 -0.11 -2.07 0.383
H -1.19 -0.44 1.93 0.384
H -1.73 0.99 1.29 0.366
H 3.08 -1.50 0.65 0.360
```

Computed properties:
Energy relative to the best compared isomer or geometry (same formula, charge and spin), kcal per mole: 112.1
LUMO energy (spin up / spin down), eV: -0.481 / -0.480
Total energy, eV: -11708.6185
Orbital gap (spin up / spin down), eV: 7.215 / 7.216